Entry A
The molecule C3H3N3O4, computed with ωB97M-V/def2-TZVPD.

Results
- E_HOMO (eV) = -10.022
- HOMO-LUMO gap (eV) = 8.50

Atoms and positions in Å:
C1 1.32 0.16 -0.47
C2 -0.27 0.44 1.38
C3 -1.93 0.08 -0.28
N1 2.88 1.01 -1.96
N2 2.19 0.37 -1.32
N3 1.17 -0.97 0.20
O1 0.08 -0.86 1.11
O2 0.14 1.02 2.35
O3 1.70 -2.03 0.08
O4 -1.11 0.96 0.52
H1 -2.86 0.67 -0.33
H2 -1.95 -1.03 -0.02
H3 -1.36 0.18 -1.27

In elementary charge units, the natural (NBO) charges are: -0.110 0.959 -0.294 0.086 0.041 0.418 -0.398 -0.525 -0.329 -0.482 0.218 0.221 0.195


Entry B
A cluster of 2 separate species, C3H3N3O4 in total, computed with ωB97M-V/def2-TZVPD.

Results
- E_HOMO (alpha / beta) (eV) = -9.664 / -9.665
- HOMO-LUMO gap (alpha / beta) (eV) = 9.84 / 9.84

Atoms and positions in Å:
C1 -0.76 -0.54 -1.19
C2 2.04 -1.55 -0.14
C3 -0.99 1.66 0.76
N1 -0.01 -1.07 -1.83
N2 -1.29 0.17 -0.17
N3 0.12 1.96 0.21
O1 2.26 -0.42 -0.05
O2 1.87 -2.68 -0.21
O3 -2.51 -0.08 -0.10
O4 -0.58 -0.58 1.00
H1 0.53 2.72 0.74
H2 -1.35 -1.02 1.44
H3 0.66 1.44 -0.47

In elementary charge units, the natural (NBO) charges are: 0.420 1.051 0.448 -0.292 0.099 -0.808 -0.561 -0.490 -0.543 -0.671 0.421 0.491 0.437


Top of the stability list: entry A, leading by 11.5 kJ/mol.


Entry A
The molecule C3H7NS, computed with ωB97M-V/def2-TZVPD.

Results
- SMILES = SC[C@H]1CN1
- E_HOMO (eV) = -9.205
- HOMO-LUMO gap (eV) = 9.79

Atoms and positions in Å:
S1 0.61 -1.99 -0.22
C1 -0.88 -0.95 0.03
C2 -0.57 0.50 -0.17
C3 0.77 1.21 0.16
N1 0.43 0.87 -1.25
H1 0.94 -1.66 1.22
H2 -1.67 -1.22 -0.60
H3 -1.49 -1.02 0.92
H4 -1.48 1.19 0.01
H5 0.55 2.34 0.44
H6 1.63 0.68 0.62
H7 1.15 0.06 -1.14

In elementary charge units, the natural (NBO) charges are: -0.042 -0.552 -0.111 -0.293 -0.594 0.158 0.228 0.230 0.214 0.200 0.200 0.361


Entry B
The molecule C3H7NS, computed with ωB97M-V/def2-TZVPD.

Results
- SMILES = C/C=N\SC
- E_HOMO (eV) = -8.359
- HOMO-LUMO gap (eV) = 9.41

Atoms and positions in Å:
C1 -2.08 -0.62 0.03
C2 -1.28 0.67 0.06
N1 0.02 0.73 -0.10
S1 0.95 -0.71 -0.01
C3 2.63 0.14 0.03
H1 -1.36 -1.55 0.16
H2 -2.95 -0.57 0.70
H3 -2.59 -0.71 -1.00
H4 -1.87 1.59 0.03
H5 2.42 0.95 -0.66
H6 2.67 0.58 1.05
H7 3.42 -0.51 -0.29

In elementary charge units, the natural (NBO) charges are: -0.703 0.098 -0.573 0.322 -0.713 0.235 0.230 0.237 0.183 0.235 0.223 0.227


Top of the stability list: entry B, leading by 144.5 kJ/mol.


Entry A
The molecule C3H7NS, computed with ωB97M-V/def2-TZVPD.

Results
- E_HOMO (eV) = -8.311
- HOMO-LUMO gap (eV) = 9.12

Atoms and positions in Å:
C1 -0.97 -0.01 0.16
C2 -0.09 1.14 -0.31
C3 -0.03 -1.15 -0.30
N1 2.21 0.06 0.80
S1 1.43 -0.02 -0.61
H1 -1.23 -0.02 1.13
H2 -1.82 -0.02 -0.45
H3 -0.36 1.36 -1.33
H4 0.27 2.07 0.29
H5 0.30 -1.92 0.41
H6 -0.51 -1.60 -1.22
H7 3.25 -0.04 0.55

In elementary charge units, the natural (NBO) charges are: -0.427 -0.514 -0.567 -1.129 0.942 0.219 0.202 0.205 0.252 0.244 0.220 0.353


Entry B
The molecule C3H7NS, computed with ωB97M-V/def2-TZVPD.

Results
- SMILES = SC1CNC1
- E_HOMO (eV) = -8.975
- HOMO-LUMO gap (eV) = 9.91

Atoms and positions in Å:
S1 -0.54 -2.01 1.14
C1 0.24 -0.49 0.38
C2 0.15 -0.15 -1.08
N1 0.19 1.30 -0.59
C3 -0.30 0.88 0.74
H1 0.62 -2.64 0.76
H2 1.31 -0.55 0.59
H3 -0.91 -0.26 -1.46
H4 0.78 -0.41 -1.94
H5 -0.37 2.06 -1.01
H6 -1.38 0.94 0.85
H7 0.20 1.33 1.61

In elementary charge units, the natural (NBO) charges are: -0.058 -0.307 -0.233 -0.627 -0.233 0.131 0.218 0.168 0.209 0.363 0.176 0.194


Entry C
A structure of composition C3H7NS, computed with ωB97M-V/def2-TZVPD.

Results
- E_HOMO (eV) = -8.762
- HOMO-LUMO gap (eV) = 9.50

Atoms and positions in Å:
C1 -0.37 0.18 -0.99
C2 -0.03 -0.78 0.26
C3 1.35 -0.91 0.97
H1 -0.87 2.38 -0.12
H2 -2.25 1.25 -0.23
H3 -0.87 -0.30 -1.94
H4 0.60 0.66 -1.37
H5 -0.61 -2.00 0.18
H6 1.84 -1.75 1.45
H7 2.12 -0.23 0.60
N1 -1.15 1.35 -0.75
S1 0.26 0.16 1.94

In elementary charge units, the natural (NBO) charges are: -0.259 -0.277 -0.522 0.395 0.356 0.223 0.208 0.233 0.231 0.211 -0.880 0.080


Entry D
A structure of composition C3H7NS, computed with ωB97M-V/def2-TZVPD.

Results
- E_HOMO (eV) = -8.472
- HOMO-LUMO gap (eV) = 8.46

Atoms and positions in Å:
C1 -0.98 -1.21 -0.44
C2 -0.36 -0.20 0.67
C3 0.99 0.12 0.13
H1 -2.25 -0.17 -1.24
H2 -0.15 -1.94 -1.34
H3 -1.77 -1.59 0.60
H4 -0.70 0.81 0.37
H5 -0.33 -0.19 1.79
H6 0.36 2.06 0.37
H7 1.95 1.88 -0.51
N1 0.94 1.36 -0.41
S1 2.29 -0.94 0.00

In elementary charge units, the natural (NBO) charges are: -0.619 -0.568 0.151 0.138 0.336 0.259 0.220 0.249 0.372 0.407 -0.792 -0.154


Top of the stability list: entry B, leading by 108.1 kJ/mol.


Entry A
The molecule C2H3NOS, computed with ωB97M-V/def2-TZVPD.

Results
- SMILES = O=CNC=S
- E_HOMO (eV) = -9.109
- HOMO-LUMO gap (eV) = 8.62

Atoms and positions in Å:
O1 -2.31 -0.69 0.02
C1 -1.81 0.40 0.05
N1 -0.47 0.67 -0.11
C2 0.42 -0.38 -0.07
S1 2.05 -0.05 0.04
H1 -2.48 1.33 0.32
H2 -0.13 1.61 -0.16
H3 0.00 -1.36 -0.13

In elementary charge units, the natural (NBO) charges are: -0.550 0.543 -0.634 -0.057 -0.073 0.119 0.424 0.228


Entry B
A cluster of 2 separate species, C2H3NOS in total, computed with ωB97M-V/def2-TZVPD.

Results
- SMILES = N#CS.C=O
- E_HOMO (eV) = -10.200
- HOMO-LUMO gap (eV) = 9.13

Atoms and positions in Å:
N1 -2.36 -0.24 0.22
C1 -1.30 0.20 0.49
S1 0.21 0.88 1.10
H1 0.27 1.22 2.70
C2 0.77 -0.50 -1.13
O1 -0.35 -0.46 -1.55
H2 1.16 -1.37 -0.56
H3 1.59 0.27 -1.28

In elementary charge units, the natural (NBO) charges are: -0.268 0.066 -0.017 0.234 0.242 -0.493 0.118 0.119


Entry C
A cluster of 2 separate species, C2H3NOS in total, computed with ωB97M-V/def2-TZVPD.

Results
- SMILES = N#CC=O.S
- E_HOMO (eV) = -9.688
- HOMO-LUMO gap (eV) = 8.60

Atoms and positions in Å:
N1 3.30 -0.90 0.12
C1 2.33 -0.32 0.05
C2 1.09 0.45 -0.06
O1 0.23 0.49 0.78
H1 1.23 1.10 -1.08
S1 -2.77 -0.94 0.27
H2 -1.80 0.01 -0.04
H3 -3.61 0.10 -0.04

In elementary charge units, the natural (NBO) charges are: -0.217 0.140 0.357 -0.435 0.158 -0.305 0.156 0.146


Top of the stability list: entry A, leading by 148.4 kJ/mol.


Entry A
The ion C11H12NO with charge +1, computed with ωB97M-V/def2-TZVPD.

Results
- net charge = +1
- SMILES = O[C@@]1(c2ccccc2)C=CC=C[NH2+]1
- E_HOMO (eV) = -13.100
- HOMO-LUMO gap (eV) = 9.25

Atoms and positions in Å:
O1 1.79 -0.61 1.74
C1 0.79 0.03 1.11
C2 0.15 -0.78 -0.03
C3 -1.18 -1.31 -0.01
C4 -1.57 -1.99 -1.13
C5 -0.73 -2.25 -2.24
C6 0.54 -1.70 -2.21
C7 1.00 -1.04 -1.10
C8 -0.36 0.60 1.98
C9 -1.10 1.63 1.54
C10 -0.69 2.47 0.36
C11 0.50 2.23 -0.17
N1 1.44 1.28 0.46
H1 1.86 -1.60 1.33
H2 -1.92 -1.09 0.77
H3 -2.69 -2.30 -1.20
H4 -1.18 -2.73 -3.18
H5 1.19 -1.70 -3.15
H6 1.92 -0.55 -1.10
H7 -0.46 0.14 2.87
H8 -1.91 2.01 2.03
H9 -1.49 3.07 -0.12
H10 1.03 2.78 -0.86
H11 2.33 1.16 -0.20
H12 1.86 1.75 1.27

In elementary charge units, the natural (NBO) charges are: -0.688 0.390 -0.116 -0.205 -0.187 -0.182 -0.208 -0.185 -0.184 -0.185 -0.172 -0.040 -0.576 0.530 0.243 0.238 0.252 0.238 0.179 0.236 0.229 0.266 0.221 0.462 0.445


Entry B
The ion C11H12NO with charge +1, computed with ωB97M-V/def2-TZVPD.

Results
- net charge = +1
- E_HOMO (alpha / beta) (eV) = -11.644 / -12.880
- HOMO-LUMO gap (alpha / beta) (eV) = 5.62 / 7.32

Atoms and positions in Å:
C1 1.20 0.69 -2.84
C2 2.54 0.40 -2.34
C3 0.08 0.46 -2.10
C4 2.74 0.44 -1.02
C5 0.25 0.16 -0.71
C6 1.61 0.28 -0.16
C7 0.31 0.54 2.58
C8 -1.83 -0.58 2.23
C9 -0.39 -0.71 2.59
C10 -0.88 -1.02 1.16
C11 -2.15 0.24 -0.55
N1 -0.84 -0.09 0.05
O1 1.74 0.09 1.05
H1 1.33 0.92 -3.85
H2 3.37 0.35 -2.93
H3 -0.98 0.52 -2.52
H4 3.64 0.36 -0.52
H5 1.15 0.82 3.30
H6 -2.54 -1.32 2.56
H7 -2.33 0.33 2.09
H8 -0.06 -1.48 3.15
H9 -0.75 -2.13 0.90
H10 -2.21 -0.63 -1.24
H11 -2.85 0.11 0.28
H12 -2.13 1.24 -1.17

In elementary charge units, the natural (NBO) charges are: -0.111 -0.144 -0.275 -0.238 0.189 0.430 0.329 -0.372 -0.417 -0.002 -0.420 -0.334 -0.515 0.237 0.230 0.244 0.239 0.206 0.260 0.244 0.263 0.260 0.216 0.229 0.252


Top of the stability list: entry A, leading by 473.7 kJ/mol.